# 1
Density functional theory data (the ωB97M-V functional and the def2-TZVPD basis) for a cluster of 2 separate species, C3H10N2O2 in total.

```
17
Properties=species:S:1:pos:R:3:forces:R:3:mulliken_charge:R:1
C 0.000 0.000 0.000 -0.6 0.1 0.1 -0.9616
N 0.279 0.222 -1.414 1.4 1.5 0.4 -0.3089
C -0.264 -0.748 -2.285 -1.0 -1.2 -0.5 -0.3162
C 0.203 -0.649 -3.736 -0.5 0.2 -0.4 0.3191
N 1.294 0.107 -3.956 1.3 0.5 0.3 -0.3446
O -0.384 -1.190 -4.651 -0.3 -0.3 0.2 -0.6322
H -1.075 0.194 0.154 0.2 -0.2 0.5 0.3659
H 0.577 0.678 0.651 -0.2 -0.2 -0.4 0.2865
H 0.216 -1.040 0.297 0.0 0.4 -0.2 0.3160
H -0.129 1.122 -1.698 0.5 -0.4 0.4 0.2353
H 0.016 -1.776 -1.984 -0.1 0.4 0.1 0.2945
H -1.368 -0.673 -2.238 0.2 -0.5 -0.6 0.3341
H 1.835 0.441 -3.154 -0.4 -0.2 -0.6 0.2033
H 1.713 0.106 -4.889 -0.4 0.0 0.7 0.2322
O 4.071 1.187 -0.140 -0.2 -1.1 -0.5 -0.6616
H 3.209 0.765 -0.356 0.9 0.4 0.2 0.3154
H 4.745 0.516 -0.394 -0.8 0.7 0.3 0.3229
```
Positions in Å, forces in eV/Å.

- total charge = 0
- SMILES string = CNCC(N)=O.O
- multiplicity = 1


# 2
Density functional theory data (the ωB97M-V functional and the def2-TZVPD basis) for a cluster of 2 separate species, C3H10N2O2 in total.

```
17
Properties=species:S:1:pos:R:3:forces:R:3:mulliken_charge:R:1
N -2.493 1.711 1.728 0.2 -3.3 -4.1 -0.5022
C -1.189 1.635 1.020 2.1 1.1 0.4 -0.3998
C -0.912 0.391 0.045 -1.8 0.8 4.0 -0.3059
C 0.463 0.230 -0.527 -0.4 -0.6 -0.9 0.3999
N 1.474 1.104 -0.299 0.2 0.5 0.1 -0.3303
O 0.582 -0.684 -1.318 0.4 -0.1 -0.4 -0.5819
H -2.664 1.998 2.616 0.6 1.4 3.0 0.1960
H -2.950 0.796 1.661 0.1 0.4 0.0 0.2005
H -0.214 1.833 1.674 -2.1 -0.6 -0.8 0.1714
H -1.218 2.481 0.346 0.4 0.4 -0.1 0.2379
H -1.188 -0.488 0.705 0.5 0.5 -1.2 0.2416
H -1.651 0.481 -0.746 0.2 -0.3 -0.3 0.2557
H 2.178 1.230 -1.019 -0.1 -0.5 0.5 0.2320
H 1.541 1.652 0.539 -0.2 0.2 -0.1 0.1854
O 2.935 -4.820 -2.478 1.2 -0.8 -1.4 -0.6209
H 2.916 -5.421 -1.758 0.1 -1.1 1.0 0.3095
H 2.391 -4.130 -2.190 -1.3 1.9 0.5 0.3111
```
Positions in Å, forces in eV/Å.

- total charge = 0
- SMILES string = NCCC(N)=O.O
- multiplicity = 1


# 3
Density functional theory data (the ωB97M-V functional and the def2-TZVPD basis) for a cluster of 2 separate species, C3H10N2O2 in total.

```
17
Properties=species:S:1:pos:R:3:forces:R:3:lowdin_spin:R:1
C -0.404 -0.287 -1.999 0.1 -0.3 -1.1 0.0834
C 0.288 -0.068 -0.628 0.7 -0.3 -0.3 0.1129
C -0.601 0.889 0.190 0.1 0.4 0.1 0.0341
N 0.104 1.839 0.823 0.5 0.6 1.1 0.0246
O -1.798 0.807 0.174 -0.2 -0.3 -0.1 0.0706
N 0.013 -1.574 -2.448 1.7 0.1 1.3 0.6258
H -0.023 0.424 -2.731 -0.4 0.2 0.2 0.0005
H -1.486 -0.265 -1.892 -0.2 0.2 0.3 0.0153
H 1.284 0.338 -0.815 -0.1 0.1 0.1 0.0001
H 0.448 -1.006 -0.088 -0.4 0.1 0.2 0.0011
H -0.326 2.359 1.579 -0.6 -0.1 -0.3 0.0026
H 1.098 1.816 0.995 0.1 -0.5 -0.6 -0.0001
H 0.991 -1.636 -2.776 -0.7 0.0 -0.6 0.0153
H -0.137 -2.341 -1.794 -0.7 -0.3 -0.3 0.0138
H -0.480 -0.757 4.028 -0.1 0.3 0.3 0.0000
H 0.863 -0.492 3.439 0.1 0.3 0.3 0.0000
O 0.168 -0.044 3.942 0.1 -0.6 -0.6 0.0000
```
Positions in Å, forces in eV/Å.

- ⟨S²⟩ = 0.756
- total charge = +1
- multiplicity = 2


# 4
Density functional theory data (the ωB97M-V functional and the def2-TZVPD basis) for a cluster of 2 separate species, C3H10N2O2 in total.

```
17
Properties=species:S:1:pos:R:3:forces:R:3:lowdin_spin:R:1
O -2.430 2.504 -1.035 2.3 -2.4 1.2 0.1059
C -1.661 1.664 -0.616 -0.3 2.3 -0.5 0.0502
C -1.854 0.153 -0.811 0.9 -3.1 0.2 0.0768
N -0.577 -0.638 -0.935 -0.7 4.1 3.4 0.5737
C 0.647 -0.429 -0.065 -1.9 -6.6 -1.2 0.0468
N 1.503 -1.688 -0.197 -5.8 0.6 3.5 0.0667
H -0.743 1.762 0.090 -1.3 0.8 -1.0 0.0100
H -2.562 -0.317 -1.502 0.1 0.9 -0.2 -0.0011
H -2.270 -0.023 0.186 0.0 -0.4 0.3 0.0212
H -0.375 -0.920 -1.831 0.6 -1.2 -2.7 0.0172
H 1.123 0.433 -0.163 2.3 3.9 -1.5 0.0207
H 0.349 -0.448 0.913 -1.4 0.0 2.6 0.0101
H 2.011 -1.512 -0.952 3.1 -0.1 -4.3 0.0033
H 0.756 -2.455 -0.324 2.2 1.1 0.1 -0.0023
H 1.278 0.975 2.309 0.1 -0.5 -0.1 0.0000
H 2.636 0.076 2.294 -0.9 0.6 0.1 0.0001
O 2.170 0.864 2.637 0.8 -0.1 0.1 0.0007
```
Positions in Å, forces in eV/Å.

- ⟨S²⟩ = 0.756
- total charge = +1
- multiplicity = 2


# 5
Density functional theory data (the ωB97M-V functional and the def2-TZVPD basis) for a cluster of 2 separate species, C3H10N2O2 in total.

```
17
Properties=species:S:1:pos:R:3:forces:R:3:lowdin_spin:R:1
O -1.477 0.142 -0.416 0.3 1.2 -0.1 0.1721
C -0.500 0.853 -0.540 -0.1 -0.9 -1.5 0.0157
N 0.700 0.334 -0.065 0.7 -1.1 1.1 0.2677
C 0.884 -0.881 0.736 0.6 0.4 1.2 0.0436
N 2.171 -1.405 0.428 -0.6 -0.5 -3.3 0.4428
C -0.391 2.168 -1.344 -1.6 -0.1 -0.2 0.0119
H 1.494 0.923 -0.089 0.9 0.8 0.0 0.0015
H 0.934 -0.733 1.835 -0.8 0.4 -0.6 0.0075
H 0.142 -1.636 0.490 -0.6 0.1 0.0 0.0223
H 2.999 -1.077 0.848 1.0 0.3 1.1 0.0133
H 2.353 -1.719 -0.554 -0.4 0.3 1.1 0.0018
H -1.262 2.118 -2.020 0.1 0.2 0.5 0.0002
H -0.476 3.063 -0.720 -0.1 -0.3 0.1 -0.0024
H 0.424 2.358 -2.042 0.6 -0.8 0.5 0.0012
H -2.908 -0.940 1.647 -0.4 2.0 0.3 0.0000
H -2.368 -1.770 0.455 -0.4 0.4 0.3 -0.0002
O -2.719 -1.798 1.353 0.8 -2.4 -0.5 0.0008
```
Positions in Å, forces in eV/Å.

- ⟨S²⟩ = 0.764
- total charge = +1
- multiplicity = 2


# 6
Density functional theory data (the ωB97M-V functional and the def2-TZVPD basis) for a cluster of 2 separate species, C3H10N2O3 in total.

```
18
Properties=species:S:1:pos:R:3:forces:R:3:mulliken_charge:R:1
C 0.527 0.567 -1.802 0.2 0.0 -0.1 -1.3141
C -0.602 -0.096 -1.063 -0.3 0.0 0.3 0.8102
O -1.175 -1.094 -1.505 0.1 0.5 0.7 -0.7112
N -0.952 0.452 0.151 -0.2 -0.7 -0.7 0.3531
C -0.725 1.810 0.602 -0.2 -0.1 -0.3 -1.0036
O -2.117 -0.107 0.735 0.5 0.1 -0.4 -0.4717
H 0.738 0.008 -2.719 -0.2 0.0 0.3 0.3145
H 0.251 1.588 -2.076 0.2 0.0 0.1 0.3743
H 1.429 0.570 -1.184 -0.1 0.2 0.0 0.3286
H -1.470 2.463 0.139 0.0 0.2 0.2 0.3287
H -0.825 1.848 1.690 0.1 0.0 -0.2 0.2821
H 0.274 2.146 0.315 -0.1 -0.2 0.1 0.3561
H -2.338 -0.825 0.100 0.2 0.2 0.1 0.3694
N 1.480 -2.393 1.251 0.2 0.6 -0.2 -0.4456
O 1.243 -1.001 1.592 -0.7 -0.5 0.5 -0.4131
H 1.371 -2.393 0.233 0.1 -0.2 0.2 0.2409
H 2.482 -2.489 1.431 -0.3 -0.1 -0.1 0.2524
H 0.411 -1.053 2.108 0.7 0.1 -0.5 0.3490
```
Positions in Å, forces in eV/Å.

- total charge = 0
- SMILES string = CC(=O)N(C)O.NO
- multiplicity = 1


# 7
Density functional theory data (the ωB97M-V functional and the def2-TZVPD basis) for an isolated molecule of C3H10N2O3.

```
18
Properties=species:S:1:pos:R:3:forces:R:3:mulliken_charge:R:1
C -0.266 -2.150 0.488 0.4 0.0 0.7 -0.7680
N 0.069 -1.561 -0.780 -0.3 2.1 -0.6 -0.2084
O 1.470 -1.832 -1.024 -0.2 0.3 0.3 -0.4517
C -0.116 0.054 -0.697 -0.1 -4.8 -0.3 -0.5996
N 0.058 0.579 0.625 1.5 2.6 -2.2 -0.0941
O -1.218 0.602 1.245 0.0 0.3 -0.4 -0.3933
C 0.490 2.080 0.191 0.0 -0.5 2.6 -0.3950
O -0.571 2.943 0.018 -0.3 0.1 -0.3 -0.4783
H 0.277 -1.644 1.312 -0.2 -0.4 -0.2 0.3117
H -1.336 -2.011 0.652 0.0 -0.1 0.0 0.2822
H -0.017 -3.215 0.478 -0.1 0.2 0.0 0.2935
H 1.468 -2.299 -1.868 -0.2 0.1 0.1 0.3459
H -1.137 0.159 -1.067 0.0 0.3 -0.1 0.3710
H 0.657 0.325 -1.412 -0.2 0.4 0.3 0.4299
H -1.035 0.691 2.186 0.2 -0.1 0.0 0.3339
H 1.016 2.404 1.086 0.0 0.3 0.0 0.3428
H 1.222 2.125 -0.623 -0.4 -0.7 0.0 0.3511
H -1.029 2.750 -0.809 0.0 0.0 0.1 0.3264
```
Positions in Å, forces in eV/Å.

- total charge = 0
- SMILES string = CN(O)CN(O)CO
- multiplicity = 1


Computed DFT total energy, in the same sequence as the records: -10348.512; -10347.661; -10339.683; -10336.907; -10339.128; -12392.901; -12391.088 eV.
Computed ΔE to the lowest compared entry with this formula, charge and spin, in the same sequence as the records: 0.976; 1.827; 1.208; 3.984; 1.763; 3.834; 5.648 eV.